Record 1
C3H6NO4 | ωB97M-V/def2-TZVPD

Each line ends with the natural charge from an NBO analysis.
Atoms and positions in Å:
C 1.663 0.544 -0.068  0.53
N 1.071 -0.648 -0.345  -0.60
C 0.206 -1.331 0.585  -0.38
C -1.335 -1.022 0.445  0.77
O -2.079 -1.825 1.009  -0.74
O -1.535 -0.068 -0.360  -0.83
O 2.003 0.857 1.067  -0.64
H 2.137 1.013 -0.937  0.10
H 0.789 -0.755 -1.308  0.38
H 0.528 -2.401 0.583  0.19
H 0.564 -1.101 1.610  0.23
H -1.942 2.580 -0.423  0.46
H -0.940 1.597 -0.925  0.51
O -1.128 2.561 -0.933  -0.99

Results
Relative energy (zero: lowest compared OMol25 entry of this formula, charge and spin) in eV: 1.498
M in g mol⁻¹: 120.084
HOMO energy in eV: -4.786
Charge: -1
Electronic energy in hartree: -473.71979

Record 2
C4H13NO2 | ωB97M-V/def2-TZVPD

Each line ends with the natural charge from an NBO analysis.
Atoms and positions in Å:
C -1.000 -1.700 1.065  -0.64
C -0.151 -0.712 0.181  0.07
O 0.761 -0.037 1.053  -0.76
C -0.918 0.458 -0.514  -0.04
C -1.739 1.306 0.561  -0.66
N -0.074 1.293 -1.327  -0.85
H -0.332 -2.569 1.219  0.22
H -1.952 -2.007 0.646  0.21
H -1.077 -1.188 2.006  0.20
H 0.443 -1.361 -0.457  0.21
H 0.267 0.549 1.630  0.47
H -1.591 -0.068 -1.261  0.18
H -1.075 1.974 1.119  0.20
H -2.267 0.470 1.035  0.22
H -2.298 2.004 -0.055  0.24
H 0.647 1.715 -0.760  0.36
H 0.261 0.790 -2.134  0.37
O 2.585 -0.619 -1.090  -0.95
H 3.495 -0.613 -0.753  0.46
H 2.220 0.034 -0.462  0.48

Results
Relative energy (zero: lowest compared OMol25 entry of this formula, charge and spin) in eV: 0.960
M in g mol⁻¹: 107.153
HOMO energy in eV: -8.990
SMILES string: C[C@H](O)[C@@H](C)N.O
Charge: 0
Electronic energy in hartree: -365.40721

Record 3
C2H4BClO3 | ωB97M-V/def2-TZVPD

Each line ends with the natural charge from an NBO analysis.
Atoms and positions in Å:
C -1.481 0.205 -1.504  -0.46
C -1.308 -0.364 -0.355  0.23
Cl -2.460 -0.852 0.699  0.09
O 0.099 -0.411 0.322  -0.73
B 1.132 -0.812 -0.505  1.27
O 0.790 -1.618 -1.604  -0.91
O 2.345 -0.296 -0.361  -0.94
H -2.422 0.156 -1.872  0.22
H -0.659 0.629 -2.061  0.22
H 1.412 -1.470 -2.313  0.49
H 3.119 -0.654 0.022  0.52

Results
Relative energy (zero: lowest compared OMol25 entry of this formula, charge and spin) in eV: 0.593
M in g mol⁻¹: 122.316
HOMO energy in eV: -9.533
SMILES string: C=C(Cl)OB(O)O
Charge: 0
Electronic energy in hartree: -789.45611

Record 4
C19H32BeCl2N3O4 | ωB97M-V/def2-TZVPD

Each line ends with the natural charge from an NBO analysis.
Atoms and positions in Å:
O 0.072 0.072 -0.402  -1.06
C -0.668 0.268 -1.529  0.07
C -0.324 1.551 -2.302  0.07
C 0.477 2.558 -1.791  -0.27
H 0.874 2.454 -0.777  0.27
C 0.722 3.724 -2.521  -0.22
H 1.417 4.464 -2.121  0.20
C 0.088 3.930 -3.747  -0.25
H 0.272 4.846 -4.315  0.19
C -0.751 2.932 -4.257  -0.24
H -1.244 3.069 -5.220  0.19
C -0.929 1.746 -3.549  -0.23
H -1.577 0.960 -3.936  0.20
H -0.499 -0.558 -2.244  0.12
C -2.756 -1.165 -1.007  -0.68
C -2.196 0.197 -1.257  0.03
H -3.854 -1.097 -0.991  0.20
H -2.424 -1.526 -0.020  0.26
H -2.428 -1.897 -1.766  0.19
C -2.873 1.350 -1.015  -0.19
C -4.206 1.451 -0.344  -0.65
H -2.373 2.299 -1.224  0.20
H -4.948 1.950 -0.985  0.19
H -4.077 2.071 0.553  0.23
H -4.602 0.476 -0.029  0.21
Be -0.045 0.361 1.229  1.60
Cl 0.703 2.297 1.425  -0.83
Cl -2.113 0.433 1.729  -0.81
H 4.780 1.259 -1.560  0.17
H 4.976 1.671 1.068  0.17
C 3.703 1.325 -1.342  -0.40
C 3.892 1.534 1.141  -0.42
N 3.415 0.811 -0.019  -0.43
H 3.151 0.722 -2.074  0.22
C 2.712 -0.329 0.122  0.57
O 2.203 -0.709 1.197  -0.67
H 3.630 0.958 2.030  0.25
H 2.621 -0.903 -0.823  0.11
H 3.387 2.373 -1.427  0.21
H 3.399 2.509 1.191  0.23
H -0.444 -5.400 1.748  0.18
H 1.377 -5.782 -0.163  0.18
C -0.934 -4.810 0.966  -0.42
C 0.850 -5.006 -0.737  -0.40
N 0.049 -4.160 0.131  -0.44
H -1.548 -4.034 1.424  0.26
C 0.290 -2.837 0.332  0.55
O -0.377 -2.143 1.117  -0.61
H 1.584 -4.396 -1.273  0.21
H 1.126 -2.443 -0.280  0.13
H -1.541 -5.489 0.363  0.18
H 0.206 -5.519 -1.464  0.19
C 0.093 -0.583 5.230  -0.70
C -0.029 0.187 3.926  0.72
N -0.649 1.386 4.040  -0.81
O 0.361 -0.283 2.836  -0.71
H -0.401 -0.022 6.040  0.20
H 1.142 -0.766 5.512  0.23
H -0.403 -1.556 5.096  0.24
H -1.187 1.629 3.183  0.45
H -1.170 1.588 4.883  0.37

Results
Relative energy (zero: lowest compared OMol25 entry of this formula, charge and spin) in eV: 0.000
M in g mol⁻¹: 446.400
HOMO energy in eV: -4.361
Charge: -1
Electronic energy in hartree: -2143.77178

Record 5
C24H26NO3 | ωB97M-V/def2-TZVPD

Each line ends with the natural charge from an NBO analysis.
Atoms and positions in Å:
C 5.257 2.273 -2.875  -0.26
O 4.796 2.287 -1.539  -0.48
C 3.551 2.709 -1.273  0.34
C 2.614 3.109 -2.226  -0.32
C 1.356 3.522 -1.829  -0.12
C 0.999 3.546 -0.488  -0.15
C -0.373 3.961 -0.046  -0.23
N -1.214 2.749 0.212  -0.56
C -1.654 2.046 -1.020  -0.23
C -2.150 0.638 -0.707  -0.41
C -0.995 -0.361 -0.525  -0.26
C -0.042 -0.043 0.606  -0.03
C 1.316 -0.278 0.419  -0.15
C 2.224 -0.063 1.440  -0.19
C 1.793 0.405 2.670  -0.22
C 0.447 0.645 2.875  -0.18
C -0.466 0.426 1.852  -0.31
C -1.527 -1.773 -0.350  -0.03
C -1.210 -2.744 -1.286  -0.21
C -1.665 -4.056 -1.179  -0.24
C -2.451 -4.359 -0.096  0.23
C -2.774 -3.387 0.856  0.32
C -2.327 -2.095 0.752  -0.30
O -3.559 -3.940 1.822  -0.48
C -3.722 -5.299 1.460  0.23
O -3.025 -5.541 0.255  -0.46
C 1.939 3.152 0.464  -0.18
C 3.193 2.743 0.081  -0.24
H 4.671 1.585 -3.492  0.18
H 6.286 1.924 -2.825  0.22
H 5.235 3.273 -3.314  0.19
H 2.859 3.111 -3.276  0.23
H 0.652 3.849 -2.582  0.21
H -0.869 4.569 -0.806  0.23
H -0.314 4.532 0.882  0.23
H -2.040 3.005 0.762  0.43
H -0.661 2.051 0.776  0.50
H -2.436 2.641 -1.497  0.23
H -0.794 1.993 -1.691  0.23
H -2.751 0.290 -1.548  0.25
H -2.806 0.648 0.164  0.21
H -0.413 -0.351 -1.453  0.22
H 1.662 -0.652 -0.532  0.22
H 3.270 -0.272 1.276  0.23
H 2.499 0.566 3.470  0.23
H 0.096 0.989 3.836  0.23
H -1.519 0.551 2.067  0.22
H -0.590 -2.485 -2.131  0.21
H -1.413 -4.802 -1.913  0.24
H -2.588 -1.377 1.510  0.21
H -4.792 -5.517 1.318  0.17
H -3.321 -5.944 2.256  0.17
H 1.688 3.181 1.514  0.22
H 3.931 2.452 0.811  0.24

Results
Relative energy (zero: lowest compared OMol25 entry of this formula, charge and spin) in eV: 0.000
M in g mol⁻¹: 376.476
HOMO energy in eV: -10.327
SMILES string: COc1ccc(C[NH2+]CC[C@@H](c2ccccc2)c2ccc3c(c2)OCO3)cc1
Charge: +1
Electronic energy in hartree: -1210.38020

Record 6
C3H5N3S | ωB97M-V/def2-TZVPD

Each line ends with the natural charge from an NBO analysis.
Atoms and positions in Å:
N 1.934 1.278 1.609  -0.84
C 1.254 0.464 0.742  0.23
C 1.480 -0.836 0.224  -0.15
N 0.375 -1.070 -0.663  -0.49
C -0.479 -0.105 -0.415  0.20
S -2.133 -0.317 -1.020  -0.04
N -0.035 0.820 0.383  -0.54
H 2.624 1.902 1.070  0.38
H 2.337 0.622 2.237  0.38
H 2.462 -1.517 0.109  0.23
H -2.054 -1.779 -0.593  0.20
H -0.682 1.520 0.891  0.44

Results
Relative energy (zero: lowest compared OMol25 entry of this formula, charge and spin) in eV: 1.812
M in g mol⁻¹: 115.161
HOMO energy in eV: -8.130
SMILES string: Nc1cnc(S)[nH]1
Charge: 0
Electronic energy in hartree: -679.71862